1.
A 3-piece molecular cluster, C4H10N2O2 overall, computed with ωB97M-V/def2-TZVPD.

LUMO	0.4	eV
SMILES string	Cc1c[nH]cn1.O.O
HOMO-LUMO gap	8.2	eV
energy	-418.358529	Ha

Atoms and positions in Å:
C: 0.2598 -3.0454 0.1454
C: 0.0907 -1.5682 0.1701
C: 0.7891 -0.7647 -0.7299
N: 0.3741 0.5661 -0.6684
C: -0.6359 0.5415 0.3422
N: -0.7802 -0.6663 0.8877
H: -0.1912 -3.4034 0.9819
H: -0.3313 -3.4562 -0.6844
H: 1.3242 -3.4795 0.0618
H: 1.5166 -0.9611 -1.4129
H: 0.4064 1.3189 -1.3697
H: -1.1722 1.4781 0.5927
H: -0.2119 1.7541 -3.6818
H: -0.1711 3.1949 -2.7569
O: -0.4144 2.1924 -2.8443
H: 0.7681 1.5064 3.6962
H: -0.6083 1.6435 3.2685
O: 0.2258 1.5734 2.8696

Atoms 1-2, force components in eV/Å:
C 1.125 0.008 -1.678
C 1.217 4.190 -1.539

Atom charges from the Mulliken analysis, given in e for atoms 1 to 2: number 1, C, carries -1.222; number 2, C, carries 0.510

***

2.
One molecule with the formula C4H10N2O2, computed with ωB97M-V/def2-TZVPD.

LUMO	0.7	eV
SMILES string	NC(=O)C[C@@H](N)CO
HOMO-LUMO gap	10.3	eV
energy	-418.401596	Ha

Atoms and positions in Å:
C: 1.9224 -0.8389 -0.1919
O: 2.7999 -1.2223 0.8607
C: 0.6500 -0.2603 0.3353
C: -0.2905 0.1004 -0.9112
C: -1.4506 0.9085 -0.5182
N: -1.8830 1.9265 -1.3512
O: -2.0005 0.8335 0.5743
N: -0.0431 -1.1400 1.2459
H: 1.7616 -1.7679 -0.7907
H: 2.5427 -0.3308 -0.9554
H: 1.0353 0.6019 0.9292
H: -0.5408 -0.9169 -1.3138
H: 0.3610 0.6882 -1.5780
H: -2.6150 2.4931 -0.9554
H: -1.8301 1.7977 -2.3521
H: -0.9436 -0.6950 1.4081
H: 2.2239 -1.4858 1.5904
H: -0.3277 -2.0093 0.7990

Atoms 1-2, force components in eV/Å:
C 1.435 -2.631 -1.090
O -0.124 0.466 0.146

Atom charges from the Mulliken analysis, given in e for atoms 1 to 2: number 1, C, carries -0.775; number 2, O, carries -0.539

***

3.
One molecule with the formula C4H10N2O2, computed with ωB97M-V/def2-TZVPD.

LUMO	0.9	eV
SMILES string	CCC(=O)C(N)(N)O
HOMO-LUMO gap	10.6	eV
energy	-418.403208	Ha

Atoms and positions in Å:
C: -0.3632 -0.2079 -1.2470
C: 0.7978 0.4994 0.9795
C: 0.3941 0.3315 2.4433
C: -0.3987 0.5531 0.0899
N: 0.9193 -0.1254 -1.8853
N: -0.5421 -1.5430 -0.6603
O: -1.4468 0.2386 -1.9945
O: -1.4018 1.2442 0.2582
H: -1.9639 0.8340 -1.2684
H: 1.1217 0.8410 -2.1232
H: 0.8798 -0.6492 -2.7539
H: -1.5204 -1.7461 -0.4986
H: -0.1336 -2.2658 -1.2390
H: 1.4421 -0.3111 0.6365
H: 1.3334 1.4468 0.8507
H: -0.2961 1.1197 2.7388
H: 1.2721 0.3700 3.0833
H: -0.0937 -0.6298 2.5899

Atoms 1-2, force components in eV/Å:
C -0.502 -0.283 1.187
C -0.219 -0.249 0.483

Atom charges from the Mulliken analysis, given in e for atoms 1 to 2: number 1, C, carries 0.613; number 2, C, carries -0.241

***

4.
A 2-piece molecular cluster, C4H10N2O2 overall, computed with ωB97M-V/def2-TZVPD.

LUMO	0.8	eV
SMILES string	CC(N)=O.CC(N)=O
HOMO-LUMO gap	10.2	eV
energy	-418.401051	Ha

Atoms and positions in Å:
C: -1.1324 0.4911 2.7923
C: -0.4304 0.1090 1.4866
O: 0.6322 0.7192 1.0738
N: -0.7375 -1.0741 0.9156
H: -0.1527 -1.4141 0.2139
H: -1.5162 -1.5910 1.1055
H: -1.9421 -0.2706 3.1029
H: -1.6693 1.4087 2.8496
H: -0.3580 0.4297 3.5138
C: -0.2384 1.2727 -1.5754
C: 0.4308 -0.1309 -1.7286
O: -0.1765 -1.1342 -2.0409
N: 1.7138 -0.3112 -1.2674
H: 2.1664 -1.1047 -0.8900
H: 2.2401 0.4040 -0.7808
H: 0.3082 1.8293 -2.2624
H: -0.0144 1.7150 -0.6636
H: -1.3196 1.1593 -1.8390

Atoms 1-2, force components in eV/Å:
C -1.811 -2.317 -0.614
C 3.741 1.064 -0.579

Atom charges from the Mulliken analysis, given in e for atoms 1 to 2: number 1, C, carries -1.004; number 2, C, carries 0.712

***

5.
One molecule with the formula C4H10N2O2, computed with ωB97M-V/def2-TZVPD.

LUMO	0.8	eV
SMILES string	C[C@H](N)CNC(=O)O
HOMO-LUMO gap	10.2	eV
energy	-418.398430	Ha

Atoms and positions in Å:
C: 0.6785 0.1570 0.1574
N: -0.4675 -0.7047 -0.2409
C: -0.8769 -1.7345 0.5025
O: -1.0176 -1.3621 1.7625
O: -1.4028 -2.6800 -0.0277
C: 0.5168 1.6183 -0.4478
C: 0.8475 1.6013 -1.8892
N: 1.3924 2.4857 0.3381
H: 0.7532 0.2614 1.2517
H: 1.6734 -0.2911 -0.1306
H: -0.4634 -0.9884 -1.2398
H: -1.5377 -2.0015 2.2470
H: -0.5668 1.8746 -0.3053
H: 0.9444 2.5324 -2.2797
H: 0.0742 1.1633 -2.5794
H: 1.9822 1.2765 -1.9506
H: 0.9071 3.2639 0.7030
H: 2.1260 2.9261 -0.2115

Atoms 1-2, force components in eV/Å:
C 0.011 0.598 -0.121
N 2.679 1.429 -1.984

Atom charges from the Mulliken analysis, given in e for atoms 1 to 2: number 1, C, carries -0.697; number 2, N, carries -0.179

***

6.
One molecule with the formula C4H10N2O2, computed with ωB97M-V/def2-TZVPD.

LUMO	0.8	eV
SMILES string	C[C@@H](N)C(=O)NCO
HOMO-LUMO gap	10.0	eV
energy	-418.404122	Ha

Atoms and positions in Å:
O: -0.5618 1.8222 -1.0416
C: -0.1481 0.7330 -0.7059
N: 0.7755 0.0729 -1.4857
C: 1.8449 -0.6909 -0.8897
O: 2.7711 0.0665 -0.1492
C: -0.6305 0.0197 0.5606
C: -1.7449 0.8285 1.2094
N: -1.1324 -1.2987 0.2130
H: 1.0648 0.6617 -2.2569
H: 2.4013 -1.1627 -1.6805
H: 1.4117 -1.5016 -0.3020
H: 2.3446 0.8336 0.2468
H: 0.1763 -0.0259 1.2988
H: -2.5833 0.8880 0.5325
H: -1.4587 1.8789 1.3055
H: -1.9802 0.4420 2.1946
H: -0.5138 -2.0842 0.3312
H: -2.0364 -1.4831 0.6189

Atoms 1-2, force components in eV/Å:
O -0.213 -0.015 -0.017
C 0.067 0.162 0.043

Atom charges from the Mulliken analysis, given in e for atoms 1 to 2: number 1, O, carries -0.623; number 2, C, carries 0.105

***

7.
A 2-piece molecular cluster, C4H10N2O2 overall, computed with ωB97M-V/def2-TZVPD.

LUMO	0.8	eV
SMILES string	CC(C)=O.NC(N)=O
HOMO-LUMO gap	9.8	eV
energy	-418.367374	Ha

Atoms and positions in Å:
C: 0.6622 -0.1276 -2.2161
C: -0.3269 -1.5943 -0.2480
C: 0.7802 -0.3196 -0.7307
O: 1.8407 -0.3446 -0.1442
H: -0.3096 0.3157 -2.4254
H: 1.4503 0.5465 -2.5525
H: -0.3099 -1.8839 0.8016
H: 0.1164 -2.4447 -0.7659
H: -1.3068 -1.4158 -0.6882
H: 0.7415 -1.0684 -2.7537
C: -0.4242 1.1839 1.0101
N: -1.5569 0.6436 1.5439
N: 0.6610 1.3057 1.8211
O: -0.4001 1.6324 -0.1684
H: 0.8656 2.0757 2.4409
H: -2.4158 0.7792 1.0376
H: -1.4733 0.0782 2.3725
H: 1.4055 0.6379 1.6653

Atoms 1-2, force components in eV/Å:
C -0.354 1.617 0.144
C 1.393 1.929 -1.044

Atom charges from the Mulliken analysis, given in e for atoms 1 to 2: number 1, C, carries -1.306; number 2, C, carries -1.174

***

8.
A 2-piece molecular cluster, C4H10N2O2 overall, computed with ωB97M-V/def2-TZVPD.

LUMO	0.2	eV
HOMO-LUMO gap	8.7	eV
energy	-418.397741	Ha

Atoms and positions in Å:
O: -0.1099 1.8458 -0.2755
C: -1.2282 2.2131 0.2743
O: -1.6948 3.3292 0.2636
C: -1.9709 1.1044 1.0346
H: -2.7428 1.5187 1.6817
H: -2.4757 0.3965 0.3650
H: -1.2984 0.5040 1.6469
C: 0.1509 -2.3720 -0.7518
N: 2.1087 0.6418 -0.0958
C: 1.7675 -0.6288 -0.2424
N: 0.5685 -0.9820 -0.6084
H: -0.7246 -2.5382 -0.1277
H: 0.9576 -3.0257 -0.4202
H: -0.0433 -2.5729 -1.8044
H: 1.2088 1.3420 -0.1391
H: 3.0878 0.8149 0.0551
H: 2.5110 -1.3998 -0.0641
H: -0.0721 -0.1911 -0.7919

Atoms 1-2, force components in eV/Å:
O 0.047 -0.422 -0.447
C 0.348 -0.598 0.553

Atom charges from the Mulliken analysis, given in e for atoms 1 to 2: number 1, O, carries -0.844; number 2, C, carries 0.545

***

9.
A 2-piece molecular cluster, C4H10N2O2 overall, computed with ωB97M-V/def2-TZVPD.

LUMO	0.6	eV
SMILES string	CC(N)=O.CC(N)=O
HOMO-LUMO gap	10.5	eV
energy	-418.420136	Ha

Atoms and positions in Å:
C: 2.7188 -1.6140 -0.0100
C: 1.6585 -0.5363 -0.2964
O: 1.9693 0.6346 -0.4157
N: 0.4955 -0.9664 -0.8795
H: 2.5330 -1.7446 1.0671
H: 3.6731 -1.1122 -0.1090
H: 0.0589 -0.1759 -1.2496
H: -0.0179 -1.8176 -0.8208
H: 2.5501 -2.5205 -0.5704
C: -1.6997 1.8127 -0.4921
C: -2.1834 0.7801 0.4893
O: -3.2458 0.2216 0.2784
N: -1.3814 0.3684 1.5092
H: -1.6482 -0.5249 1.8801
H: -0.7145 0.9093 2.0276
H: -2.3578 2.6812 -0.5110
H: -1.7413 1.4554 -1.5233
H: -0.6675 2.1490 -0.3739

Atoms 1-2, force components in eV/Å:
C -1.496 1.468 1.853
C 1.340 -1.200 -2.894

Atom charges from the Mulliken analysis, given in e for atoms 1 to 2: number 1, C, carries -0.989; number 2, C, carries 0.707

***

10.
One molecule with the formula C4H10N2O2, computed with ωB97M-V/def2-TZVPD.

<S²>	2.009
LUMO (spin up / spin down)	0.6 / -2.0	eV
multiplicity	3
HOMO-LUMO gap (spin up / spin down)	4.7 / 7.2	eV
energy	-418.167603	Ha

Atoms and positions in Å:
C: -1.4022 -0.5773 -0.4942
C: -2.6853 0.2560 -0.4898
C: 1.9471 -0.4494 1.0408
C: 1.1306 -0.8512 -0.2455
N: -0.0559 1.4303 -0.0952
N: -0.2040 0.0131 -0.1591
O: -1.4648 -1.8328 -0.5457
O: 1.8646 -0.6384 -1.3777
H: -3.0379 0.3463 -1.5644
H: -3.4397 -0.4112 0.0489
H: -2.7079 1.2849 -0.1499
H: 1.5228 0.3488 1.6321
H: 2.9300 -0.0157 0.8403
H: 2.2204 -1.1911 1.7511
H: 0.6143 -1.7852 -0.0866
H: -0.4501 1.7700 0.7310
H: 0.8898 1.5039 -0.1378
H: 1.7816 -1.2888 -2.0572

Atoms 1-2, force components in eV/Å:
C -3.772 3.601 -1.183
C -0.590 -1.799 -1.181

Atom charges from the Mulliken analysis, given in e for atoms 1 to 2: number 1, C, carries 0.481; number 2, C, carries -0.943

***

11.
An isolated ion of composition C4H10N2O2 and charge +1, computed with ωB97M-V/def2-TZVPD.

<S²>	0.755
LUMO (spin up / spin down)	-3.2 / -8.4	eV
multiplicity	2
charge	+1
HOMO-LUMO gap (spin up / spin down)	10.8 / 5.5	eV
energy	-418.062709	Ha

Atoms and positions in Å:
C: 0.4359 0.2335 0.0067
N: -0.6046 0.9407 0.7357
C: -0.6816 2.3979 0.7300
O: 0.2584 2.7577 1.7173
C: -0.1830 -0.8580 -0.9645
N: -0.0391 -2.2034 -0.4376
C: 0.8423 -3.0566 -1.0803
O: 1.4005 -2.7316 -2.0870
H: 0.9367 0.9862 -0.5955
H: 1.0679 -0.2457 0.7487
H: -0.7491 0.5568 1.6793
H: -0.3930 2.7832 -0.2455
H: -1.6858 2.6760 1.0533
H: 0.0714 3.6651 1.9771
H: 0.2545 -0.7817 -1.9526
H: -1.2575 -0.6835 -1.0176
H: -0.6806 -2.4205 0.3184
H: 1.0070 -4.0160 -0.5858

Atoms 1-2, force components in eV/Å:
C -1.102 1.152 -0.037
N 1.745 -0.533 0.593

Atom charges from the Mulliken analysis, given in e for atoms 1 to 2: number 1, C, carries -0.398; number 2, N, carries -0.028

***

12.
One molecule with the formula C4H10N2O2S, computed with ωB97M-V/def2-TZVPD.

<S²>	2.005
LUMO (spin up / spin down)	0.8 / -1.5	eV
multiplicity	3
HOMO-LUMO gap (spin up / spin down)	5.6 / 7.8	eV
energy	-816.327755	Ha

Atoms and positions in Å:
C: -0.0684 1.5731 0.3229
C: 0.9276 1.1045 -0.7304
C: 1.1079 -1.7090 -0.0150
C: -1.5308 -0.3410 -0.0893
N: -1.4323 0.8867 0.2121
N: -2.7675 -0.9126 0.0822
O: 2.4409 0.2479 1.3806
O: 3.2297 -0.3602 -0.8541
S: 2.0927 -0.2237 0.0227
H: 0.4250 1.2133 1.3503
H: -0.4408 2.6375 0.1794
H: 0.5059 0.5492 -1.5690
H: 1.5616 1.9189 -1.2461
H: 1.5372 -2.2197 0.8300
H: 1.2700 -2.2278 -0.8904
H: 0.0659 -1.3275 0.1213
H: -2.2173 1.4736 0.5591
H: -2.9546 -1.8880 -0.0407
H: -3.7530 -0.3951 0.3744

Atoms 1-2, force components in eV/Å:
C -1.722 -0.779 1.298
C 1.436 -0.313 -0.648

Atom charges from the Mulliken analysis, given in e for atoms 1 to 2: number 1, C, carries -0.389; number 2, C, carries -0.856

***

Q: What is the formula in the first record?
A: C4H10N2O2